{
  "formula": "C6H7Cl2N3O4",
  "method": "wB97M-V/def2-TZVPD",
  "energy_ha": -1618.1587,
  "lumo_energy_ha": -0.017,
  "e_above_lowest_kcal_mol": 146.35,
  "gap_ev": 8.537,
  "molar_mass_g_mol": 256.05,
  "homo_energy_ev": -9.00,
  "elements": ["H", "N", "C", "C", "Cl", "C", "C", "C", "C", "Cl", "N", "O", "O", "N", "O", "O", "H", "H", "H", "H", "H", "H"],
  "positions_angstrom": [[1.88507, 2.04395, 2.05564], [1.15258, 1.36676, 2.21246], [1.25276, 0.39896, 1.41537], [2.00210, 0.39340, 0.12137], [2.93705, 1.89496, -0.15084], [1.25089, -0.01383, -1.04992], [0.24650, -1.04798, -0.71249], [-1.01750, -0.94138, -0.36648], [-1.81317, 0.22718, -0.22969], [-1.04114, 1.81369, -0.17811], [-3.04506, 0.08737, 0.12800], [-3.66372, -0.92944, 0.00636], [-3.81960, 1.16924, 0.47491], [3.20586, -0.63923, 0.34812], [3.74637, -0.50872, 1.38508], [3.41440, -1.48524, -0.52434], [0.51535, -0.34552, 1.39988], [1.81897, -0.32722, -1.89551], [0.70853, 0.90880, -1.41937], [0.70232, -2.08226, -0.53406], [-1.56648, -1.81728, -0.25971], [-4.65665, 0.78586, 0.68553]],
  "forces_ev_per_angstrom": [[0.181, 0.557, -0.279], [0.296, -0.961, 0.794], [-0.438, 2.190, -0.353], [3.477, -0.092, 0.696], [-0.342, 0.028, -0.109], [-2.780, 1.792, -1.680], [1.616, -2.486, 0.466], [-0.022, 0.517, -1.071], [1.515, 2.448, 0.568], [-1.373, -0.458, 0.124], [-0.591, 1.739, -0.726], [-1.657, -3.187, 0.263], [2.033, 1.758, -0.044], [-1.630, -0.902, -2.217], [1.407, -0.219, 1.531], [-0.024, 1.020, 1.100], [-0.723, -1.264, 0.721], [0.957, -0.332, -0.214], [0.749, -1.109, 0.386], [-0.751, 1.333, -0.717], [-0.802, -1.477, 0.594], [-1.100, -0.896, 0.169]]
}